The following is a DFT calculation (ωB97M-V/def2-TZVPD) of a 15-piece molecular cluster, C23H76N8O15 overall at a distorted geometry.

Geometry (Å):
1 C -2.4576 3.0938 2.9842
2 C -1.0094 2.5737 3.1282
3 O -1.1297 1.2400 2.7093
4 H -2.8455 2.9320 1.9359
5 H -2.5151 4.1354 3.1909
6 H -3.0872 2.6395 3.7048
7 H -0.8897 2.5303 4.2098
8 H -0.2506 3.0830 2.5223
9 H -0.2528 0.9700 2.3455
10 C -4.8912 -1.4827 3.2683
11 C -3.4023 -1.1387 3.0379
12 O -3.0236 -0.3222 4.0665
13 H -5.0041 -2.0159 4.1873
14 H -5.0711 -2.1151 2.3757
15 H -5.5970 -0.7236 3.1117
16 H -3.2735 -0.7266 2.0712
17 H -2.7188 -1.9426 2.9172
18 H -2.3521 0.2534 3.7224
19 C 0.7806 1.1179 -4.6672
20 C 2.2720 1.3028 -4.4868
21 O 3.0523 0.1401 -4.8490
22 H 0.5269 0.1349 -4.2381
23 H 0.5157 1.0549 -5.6952
24 H 0.1521 1.8711 -4.1696
25 H 2.5847 1.4737 -3.4434
26 H 2.6684 2.1044 -5.1246
27 H 3.9033 0.3281 -5.3742
28 C 2.0169 0.9800 4.2546
29 C 2.0793 0.3736 2.9131
30 O 2.0704 1.3888 1.9094
31 H 3.0265 1.4175 4.3254
32 H 1.8934 0.2003 4.9890
33 H 1.2649 1.8124 4.3309
34 H 1.0659 -0.0755 2.8399
35 H 2.8110 -0.4143 2.8518
36 H 2.9674 1.7498 1.8295
37 C 2.5874 -2.6922 -3.3300
38 C 3.9829 -2.6680 -3.8519
39 O 4.6043 -3.8781 -3.5365
40 H 2.0748 -1.7605 -3.5140
41 H 2.5385 -2.6694 -2.2257
42 H 1.9976 -3.5267 -3.6030
43 H 4.5689 -1.8104 -3.5213
44 H 3.8962 -2.5402 -4.9179
45 H 5.3258 -4.0790 -4.1745
46 C -0.1020 0.5826 -0.8434
47 C -0.0676 -0.7735 -0.0915
48 O -1.3037 -0.9643 0.4238
49 H 0.7987 0.7294 -1.3949
50 H -0.3149 1.4408 -0.2520
51 H -0.8021 0.6667 -1.6134
52 H 0.7039 -0.6596 0.7865
53 H 0.2989 -1.5939 -0.8055
54 H -1.4094 -0.3473 1.1468
55 C -2.3720 6.5734 1.2112
56 C -1.0634 5.8873 0.9347
57 O -1.3131 4.6048 0.3620
58 H -2.1673 7.5464 1.6468
59 H -3.0085 6.0797 1.9005
60 H -2.9561 6.7734 0.3352
61 H -0.4167 5.8902 1.8614
62 H -0.3570 6.4434 0.2003
63 H -0.4477 4.1582 0.2110
64 C 0.2726 -1.9607 4.3733
65 C -0.2812 -3.1839 5.0695
66 O -0.1844 -4.2134 4.1984
67 H -0.0859 -1.0285 4.7778
68 H -0.2654 -1.8899 3.4050
69 H 1.3235 -1.9615 4.1440
70 H -1.2960 -2.9814 5.3240
71 H 0.3684 -3.4337 5.8845
72 H -0.1571 -5.0616 4.6724
73 C -0.7195 -4.6570 -0.6347
74 O -0.9201 -5.9423 -0.3393
75 N 0.0502 -4.2887 -1.5573
76 N -1.2715 -3.7251 0.1283
77 H 0.4605 -5.0317 -1.9973
78 H -0.2452 -3.4708 -2.1366
79 H -1.7910 -4.1307 0.9089
80 H -1.2586 -2.7098 0.0144
81 C 2.1491 3.5811 -0.6144
82 O 1.2821 3.8469 0.4750
83 N 1.7142 3.4512 -1.8394
84 N 3.4427 3.5405 -0.4300
85 H 0.7572 3.2086 -1.9664
86 H 2.2976 3.8698 -2.5756
87 H 3.9047 3.6829 0.4608
88 H 4.1187 3.0963 -1.1856
89 C -2.1955 3.8348 -2.6039
90 O -0.9799 3.1744 -2.3435
91 N -3.0236 3.5453 -3.5234
92 N -2.5383 4.9023 -1.9447
93 H -3.0302 2.5081 -3.6732
94 H -3.6645 4.1366 -3.9265
95 H -1.9674 5.0648 -1.1415
96 H -3.4255 5.3977 -1.9719
97 C 2.1899 -3.3398 1.4386
98 O 3.2254 -3.0539 2.3299
99 N 0.9277 -3.6188 1.6924
100 N 2.3245 -3.5381 0.1554
101 H 0.6103 -3.7923 2.7042
102 H 0.1659 -3.7094 1.0070
103 H 3.3162 -3.4676 -0.1726
104 H 1.6458 -3.8027 -0.5907
105 C -1.3420 -1.9802 -3.7090
106 O -0.8854 -3.3576 -3.9394
107 H -2.4297 -1.9309 -3.3661
108 H -1.1906 -1.1144 -4.4785
109 H -0.7806 -1.5866 -2.9096
110 H -1.0169 -3.6987 -4.8507
111 C 3.8793 -0.2154 -1.2569
112 O 5.1642 -0.5364 -0.7397
113 H 4.0231 -0.1857 -2.2877
114 H 3.4345 0.7445 -0.7216
115 H 3.2410 -1.1413 -1.0646
116 H 5.5108 0.2038 -0.1386
117 C -4.0687 -2.5288 -0.3583
118 O -5.4236 -2.6995 -0.6656
119 H -3.7801 -1.5880 0.0744
120 H -3.4792 -2.8133 -1.2901
121 H -3.7290 -3.3955 0.2015
122 H -5.5302 -2.3808 -1.5240

Calculated values
Lowest unoccupied orbital energy in hartree: 0.000
Multiplicity: 1
Orbital gap in eV: 8.3

Here are the Löwdin charges for atoms 1 to 2, given in e: -0.0643 -0.2687